Molecular formula: C31H40ClN2O12P
Method: DFT, wB97M-V/def2-TZVPD

Geometry as XYZ:
```
87
C31H40ClN2O12P, DFT wB97M-V/def2-TZVPD
C 0.30450 3.10046 -0.88321
C 1.49397 2.07220 -1.45571
C 2.70641 3.10052 -1.97569
C 0.79747 1.23061 -2.67846
C 1.95977 1.17531 -0.16660
C 2.66382 -0.25992 -0.52689
C 3.82639 -0.18358 -1.69262
C 3.46875 -0.72635 0.86397
C 1.55824 -1.48731 -0.78876
C 0.18959 -1.58722 0.16716
C -0.99300 -2.70781 -0.01500
C -0.82058 -3.81721 -1.22786
O -1.95382 -4.78384 -1.37522
C -2.69620 -4.25326 -2.54568
C -3.78061 -3.07808 -2.18570
O -3.19262 -1.70035 -2.17345
C -4.16750 -0.74130 -2.75761
C -5.48573 -0.46683 -1.81990
N -5.33628 -0.87228 -0.37030
P -4.32736 0.27238 0.56213
N -4.38635 -0.23432 2.13057
C -6.75260 -0.73174 0.21992
O -7.19901 0.47939 0.62107
O -7.68716 -1.87226 0.34505
Cl -6.69896 -3.27178 0.43812
C 0.52615 -3.80472 -2.17072
C 1.70577 -2.64105 -1.94381
H -0.63106 2.39549 -0.65491
H -0.06226 3.86312 -1.69849
H 0.61226 3.60609 0.12689
H 3.56607 2.54467 -2.54197
H 3.08199 3.80306 -1.09912
H 2.19634 3.82866 -2.76945
H 1.37665 0.27224 -3.01846
H 0.70416 1.98906 -3.59208
H -0.31505 0.86777 -2.44152
H 1.03671 1.08700 0.54818
H 2.76429 1.83272 0.42157
H 3.44259 -0.37768 -2.78051
H 4.58108 -1.07675 -1.45126
H 4.49525 0.79808 -1.62567
H 2.69716 -0.72848 1.76327
H 4.41439 -0.06030 1.06997
H 3.81071 -1.86114 0.73644
H 0.05483 -0.79685 1.03639
H -1.93306 -2.65747 0.70872
H -1.99890 -3.83866 -3.38936
H -3.25273 -5.19700 -3.01776
H -4.62899 -3.10226 -3.02484
H -4.28570 -3.20109 -1.11848
H -4.50406 -1.04587 -3.86042
H -3.61506 0.30640 -2.86696
H -6.38316 -1.04994 -2.30320
H -5.77032 0.67843 -1.84487
H -2.95093 0.23510 0.12068
H -4.84729 1.63651 0.52608
H -4.80460 0.50962 2.73102
H 0.62338 -4.64523 -3.01302
H 2.64281 -2.66643 -2.64359
O 10.48439 3.37726 -3.76076
C 9.49131 3.04476 -3.12339
C 9.36768 1.71914 -2.49725
C 8.26574 1.38266 -1.82408
O 8.14404 0.13950 -1.23084
C 7.12522 2.32923 -1.68497
O 6.11800 1.98464 -1.07595
C 7.25830 3.66331 -2.29026
C 8.36160 4.00124 -2.96054
O 8.49498 5.25427 -3.52996
H 10.20336 1.04010 -2.60812
H 7.25812 0.13834 -0.80698
H 6.42868 4.34789 -2.16613
H 9.37832 5.25320 -3.95889
O -5.14503 1.27142 5.15086
C -4.87775 0.43965 6.01094
C -3.89488 0.69818 7.07476
C -3.61462 -0.23525 7.98625
O -2.69397 0.00204 8.99038
C -4.27962 -1.56686 7.95917
O -3.98771 -2.41109 8.79954
C -5.28002 -1.81705 6.91013
C -5.56296 -0.88248 6.00060
O -6.50400 -1.10943 5.01316
H -3.41732 1.66959 7.08125
H -2.66683 -0.82453 9.52005
H -5.76887 -2.78314 6.91300
H -6.52667 -0.28511 4.47999
```

Values from the calculation:
Relative energy (zero: lowest compared OMol25 entry of this formula, charge and spin), eV: 15.9599
SMILES: CC(C)(C)CC(C)(C)c1ccc(OCCOCCN([PH2]=N)C(=O)OCl)cc1.O=C1C=C(O)C(=O)C=C1O.O=C1C=C(O)C(=O)C=C1O
LUMO energy, eV: -1.90
Maximum force, hartree/bohr: 0.1748